No. 1
# C10H30O9PdS6

C10H30O9PdS6 as an isolated structure in a non-equilibrium geometry (ωB97M-V/def2-TZVPD, the Open Molecules 2025 dataset).

Cartesian coordinates (Å):
1 Pd 0.42537 -0.29631 0.94584
2 S 2.05403 -0.88820 3.13805
3 O 1.48380 -1.94884 3.93909
4 O 1.01128 0.13080 2.91788
5 O 3.28268 -0.30569 3.74679
6 O 2.22485 -1.31528 1.78585
7 C -1.26908 -1.44426 -3.05243
8 S -1.43351 0.12256 -2.22988
9 O -0.91507 -0.13532 -0.84037
10 C -0.06447 1.03407 -3.04175
11 H -1.98914 -2.16987 -2.67414
12 H -0.23036 -1.75372 -3.16819
13 H -1.42931 -1.21632 -4.10621
14 H 0.17535 2.01273 -2.62605
15 H -0.31838 1.21349 -4.08646
16 H 0.86699 0.47743 -3.14483
17 C -1.50422 3.65954 -0.05724
18 S -0.77974 2.81177 1.39483
19 O 0.12936 1.76392 0.79525
20 C 0.17967 4.25763 1.94908
21 H -2.01561 2.82968 -0.54502
22 H -0.61338 4.10248 -0.50256
23 H -2.25829 4.39927 0.21163
24 H 0.59661 4.76256 1.07769
25 H 0.90408 4.05143 2.73700
26 H -0.52160 5.01525 2.29886
27 C -0.74474 -4.46053 -1.21379
28 S 0.57539 -3.35184 -0.57551
29 O 0.11397 -2.27172 0.34354
30 C 1.40583 -4.74995 0.44287
31 H -1.39654 -3.98876 -1.94911
32 H -1.36867 -4.74799 -0.36751
33 H -0.28987 -5.37858 -1.58578
34 H 0.64290 -5.08607 1.14506
35 H 2.21954 -4.40274 1.07961
36 H 1.73954 -5.61664 -0.12774
37 C -3.53305 -1.77502 0.33273
38 S -3.04558 -0.53538 1.61183
39 O -1.56156 -0.33796 1.72881
40 C -3.90276 0.82797 0.72233
41 H -3.07304 -1.42023 -0.58955
42 H -4.60530 -1.78027 0.13688
43 H -3.35542 -2.82697 0.55623
44 H -3.51508 1.71761 1.21866
45 H -4.98987 0.75917 0.68285
46 H -3.59474 0.87270 -0.32229
47 C 4.36465 0.91979 0.43608
48 S 3.10466 1.12303 -0.81692
49 O 1.83766 0.26463 -0.55303
50 C 2.79689 2.89256 -0.35635
51 H 4.60539 -0.11839 0.20740
52 H 3.85223 1.01556 1.39334
53 H 5.24786 1.55021 0.33309
54 H 2.33454 3.03125 0.62094
55 H 2.32100 3.45984 -1.15625
56 H 3.82226 3.24390 -0.24114

Cartesian forces (eV/Å) of the 3 atoms listed first:
0.0 1.1 1.7
2.1 -0.6 4.3
0.0 -0.6 0.7

Properties
**HOMO-LUMO gap (alpha / beta)**: 0.23065 / 0.22711 hartree
**Multiplicity**: 3
**Energy above the lowest of the compared OMol25 structures with the same formula, charge and spin**: 63.7 kcal/mol

---

No. 2
# C10H31N2O5

A 4-piece molecular cluster, C10H31N2O5 overall in a non-equilibrium geometry (ωB97M-V/def2-TZVPD, the Open Molecules 2025 dataset).

Cartesian coordinates (Å):
1 O 0.56051 1.00505 0.88946
2 H -0.31287 1.33987 1.10558
3 H 0.59972 0.04671 0.93000
4 H 0.87488 1.33420 0.04423
5 C -0.13744 -3.58337 2.19812
6 C 0.01323 -2.03257 1.99506
7 C 0.67130 -1.39056 3.21262
8 O 0.12750 -0.12006 3.48464
9 C -1.19086 -0.06898 4.03021
10 N 0.69535 -1.68642 0.74352
11 H -0.71731 -4.03451 1.39294
12 H -0.76239 -3.95695 3.00927
13 H 0.87576 -3.95256 2.35695
14 H -1.00485 -1.65431 1.90271
15 H 1.74775 -1.21960 3.22366
16 H 0.52248 -2.05182 4.06626
17 H -1.96292 -0.72318 3.62516
18 H -1.57595 0.90967 3.74378
19 H -1.23990 -0.22593 5.10774
20 H 0.44201 -2.38397 0.05843
21 H 1.68642 -1.86497 0.82101
22 C -0.21473 0.39344 -2.64886
23 C 1.29121 0.58472 -2.46908
24 C 2.09842 0.75390 -3.81654
25 O 1.82586 -0.12953 -4.88557
26 C 1.88923 -1.51288 -4.66669
27 N 1.44165 1.72556 -1.52125
28 H -0.72919 0.17865 -1.71222
29 H -0.50307 -0.42566 -3.30768
30 H -0.64116 1.27777 -3.12238
31 H 1.65290 -0.33976 -2.01896
32 H 3.16074 0.64528 -3.59797
33 H 1.89562 1.74327 -4.22655
34 H 2.94660 -1.70542 -4.48500
35 H 1.74375 -2.18393 -5.51322
36 H 1.34214 -1.84770 -3.78539
37 H 2.39703 1.98336 -1.72343
38 H 1.02068 2.54521 -1.93483
39 C -2.46075 1.84262 -0.00569
40 C -2.34175 2.91181 1.07554
41 O -1.02780 3.15653 1.45875
42 O -2.02747 0.56737 0.45938
43 H -1.84951 2.10923 -0.86790
44 H -3.47415 1.90281 -0.40255
45 H -2.99486 2.65491 1.90954
46 H -2.64850 3.85552 0.62453
47 H -1.00498 3.56880 2.32542
48 H -2.70031 0.05833 0.91737

Cartesian forces (eV/Å) of the 3 atoms listed first:
0.6 1.0 2.0
-0.8 0.4 0.4
-0.1 -2.2 -0.4

Properties
**HOMO-LUMO gap**: 0.36892 hartree
**Net charge**: +1
**Energy above the lowest of the compared OMol25 structures with the same formula, charge and spin**: 0.0 kcal/mol

---

No. 3
# C10H31O11Tl2

C10H31O11Tl2 as an isolated structure in a non-equilibrium geometry (ωB97M-V/def2-TZVPD, the Open Molecules 2025 dataset).

Cartesian coordinates (Å):
1 Tl -2.06189 -0.90554 -1.11302
2 Tl -2.26730 1.20348 2.05508
3 O -0.98947 0.16990 0.58696
4 H -0.62584 0.77034 -0.09258
5 C 1.83032 0.77129 -0.73479
6 C 2.15983 2.25073 -0.87886
7 O 1.95670 3.10035 0.24068
8 O 1.27124 0.18955 -1.79139
9 H 1.30126 0.62393 0.20674
10 H 2.70367 0.16830 -0.48628
11 H 1.50738 2.64533 -1.65777
12 H 3.14829 2.20589 -1.33606
13 H 2.00436 4.02783 -0.00245
14 H 1.94204 -0.24024 -2.32702
15 C -0.99280 0.04579 -3.90127
16 C -0.75966 1.19554 -2.93354
17 O -0.47971 0.62922 -1.64207
18 O -2.14906 -0.72879 -3.54808
19 H -0.09811 -0.57672 -3.89041
20 H -1.10192 0.38560 -4.93120
21 H -1.68062 1.77212 -3.02008
22 H 0.10132 1.78546 -3.24786
23 H 0.38592 0.82202 -1.27448
24 H -2.78731 -0.70943 -4.26492
25 C 1.14229 -1.07684 2.00729
26 C 1.79205 -2.47592 1.71835
27 O 3.01869 -2.23661 1.22038
28 O 0.98775 -0.30995 0.81288
29 H 1.80659 -0.53661 2.68180
30 H 0.19709 -1.25239 2.52098
31 H 1.15774 -3.03971 1.03432
32 H 1.86054 -3.14381 2.57702
33 H 2.91090 -1.44140 0.69347
34 H 0.05470 -0.08620 0.78183
35 C -0.08166 2.99649 1.18138
36 C 0.44410 2.39978 2.52498
37 O -0.20009 1.15676 2.83289
38 O -1.46947 3.17651 1.24110
39 H 0.12713 2.24423 0.42071
40 H 0.48698 3.90861 1.00034
41 H 0.11772 2.92067 3.42512
42 H 1.53329 2.42115 2.56107
43 H 0.41009 0.64315 3.36720
44 H -1.53735 4.06789 1.59100
45 C -2.03661 -2.80849 1.03950
46 C -1.89046 -3.85577 -0.00564
47 O -2.38280 -3.47561 -1.25972
48 O -1.12568 -1.67012 0.95937
49 H -2.09396 -3.36081 1.97745
50 H -3.01822 -2.33484 1.02563
51 H -2.46909 -4.76972 0.12847
52 H -0.84697 -4.16374 -0.07189
53 H -2.08677 -4.16162 -1.86251
54 H -1.12703 -1.33712 1.85976

Cartesian forces (eV/Å) of the 3 atoms listed first:
-1.1 -1.5 -1.3
-3.5 0.4 1.3
-5.0 6.2 -3.4

Properties
**HOMO-LUMO gap**: 0.12406 hartree
**Net charge**: +5

---

No. 4
# C10H32B2O5S3Sn2

C10H32B2O5S3Sn2 as an isolated structure in a non-equilibrium geometry (ωB97M-V/def2-TZVPD, the Open Molecules 2025 dataset).

Cartesian coordinates (Å):
1 Sn 0.14191 -0.52378 -3.58640
2 Sn 1.22964 3.62824 -1.82280
3 B 1.14354 2.48130 -3.77248
4 H 0.81983 1.80419 -4.68073
5 H 2.10592 2.14483 -3.18237
6 H 1.26700 3.57212 -4.17438
7 H 0.21101 2.54975 -3.04054
8 B 0.18556 0.88482 -1.01202
9 H 0.06535 1.45303 0.00108
10 H 1.29658 0.86915 -1.41247
11 H -0.14843 -0.24007 -0.92874
12 H -0.48603 1.44790 -1.79604
13 C -5.26227 2.48721 -0.11085
14 S -3.81202 3.34159 0.58414
15 O -3.47096 2.61685 1.84298
16 C -2.67981 2.58052 -0.63945
17 H -4.91357 1.45624 -0.07988
18 H -5.44784 2.97258 -1.06528
19 H -6.06695 2.60022 0.61172
20 H -1.67584 3.00055 -0.57896
21 H -3.03178 2.70693 -1.66554
22 H -2.67845 1.51976 -0.39390
23 C -0.12994 -4.96193 -2.08295
24 S 1.15483 -3.85535 -1.41917
25 O 1.51989 -2.93724 -2.58630
26 C 0.21311 -2.96143 -0.14916
27 H -1.09981 -4.46386 -2.05904
28 H -0.13360 -5.95058 -1.63265
29 H 0.14403 -5.05708 -3.13395
30 H -0.59983 -2.44433 -0.66433
31 H 0.79461 -2.28799 0.47072
32 H -0.27741 -3.76375 0.40825
33 C -0.45125 -1.37293 3.76610
34 S -2.08630 -1.56744 3.04649
35 O -2.04828 -2.90868 2.37955
36 C -2.00681 -0.20649 1.81698
37 H -0.23386 -2.17799 4.46258
38 H -0.30904 -0.40768 4.25259
39 H 0.25946 -1.42799 2.93503
40 H -2.86081 -0.18949 1.14994
41 H -1.09931 -0.46203 1.25954
42 H -1.80451 0.73372 2.32549
43 O 3.54912 2.34757 -0.24503
44 C 3.54164 1.28369 0.34397
45 O 4.48269 0.35680 0.20084
46 C 4.35800 -0.70768 1.19277
47 C 3.55383 -0.00913 2.26214
48 C 2.60153 0.81851 1.40733
49 H 5.33061 -0.96483 1.60199
50 H 3.83768 -1.59872 0.84337
51 H 4.18479 0.55164 2.94970
52 H 2.97674 -0.70504 2.87348
53 H 2.11697 1.70625 1.82018
54 H 1.72881 0.23758 1.10645

Cartesian forces (eV/Å) of the 3 atoms listed first:
0.8 -0.3 2.2
0.9 -0.3 1.2
-0.2 0.3 -1.0

Properties
**HOMO-LUMO gap**: 0.13262 hartree
**Net charge**: +2

---

No. 5
# C10H32O11

A 6-piece molecular cluster, C10H32O11 overall in a non-equilibrium geometry (ωB97M-V/def2-TZVPD, the Open Molecules 2025 dataset).

Cartesian coordinates (Å):
1 O -3.05167 -0.19741 5.14295
2 C -3.00848 -1.11971 6.15007
3 C -2.77165 -0.51189 7.58274
4 O -3.97962 0.14906 8.04630
5 H -3.77908 0.40012 5.33120
6 H -3.92660 -1.70718 6.14436
7 H -2.19177 -1.79795 5.90292
8 H -1.85794 0.08164 7.61356
9 H -2.64289 -1.31973 8.30310
10 H -3.94187 0.46273 8.95282
11 O 5.08618 -4.36663 -4.15210
12 C 4.24777 -3.22444 -4.41121
13 C 3.54443 -2.87620 -3.10162
14 O 4.32083 -2.86690 -1.92855
15 H 4.47068 -4.97351 -3.73444
16 H 4.94724 -2.42537 -4.65684
17 H 3.51535 -3.14758 -5.21480
18 H 2.65864 -3.51060 -3.06975
19 H 3.13157 -1.86825 -3.06061
20 H 5.22334 -3.13848 -2.11106
21 O 1.71518 4.15242 -3.35632
22 C 0.77277 3.91834 -2.27550
23 C -0.56239 4.73519 -2.51869
24 O -0.38353 6.14372 -2.56342
25 H 2.15767 4.98283 -3.16601
26 H 0.52320 2.86484 -2.14921
27 H 1.24812 4.18552 -1.33170
28 H -1.30558 4.62357 -1.72919
29 H -1.05243 4.41250 -3.43729
30 H 0.48551 6.36388 -2.90678
31 O 2.60216 -0.25401 2.77550
32 C 3.48921 0.76602 3.28629
33 C 2.75764 1.58251 4.32018
34 O 1.50481 2.05874 3.86114
35 H 3.12516 -0.63002 2.06369
36 H 4.37499 0.27962 3.69484
37 H 3.83646 1.42828 2.49324
38 H 3.41393 2.40226 4.61240
39 H 2.53602 1.03405 5.23570
40 H 0.99169 1.26215 3.70700
41 O -3.65430 0.10700 -5.49749
42 C -4.23687 -1.19948 -5.57188
43 C -4.07855 -1.90461 -4.17184
44 O -2.68671 -2.10268 -3.83688
45 H -3.96968 0.63630 -6.23368
46 H -5.29700 -1.12150 -5.81301
47 H -3.82320 -1.78437 -6.39339
48 H -4.59477 -2.86453 -4.15934
49 H -4.65966 -1.43936 -3.37563
50 H -2.57337 -1.75724 -2.94839
51 O -1.06394 -1.77950 0.90113
52 H -0.12947 -1.60681 1.01596
53 H -1.45752 -1.53728 1.73938

Cartesian forces (eV/Å) of the 3 atoms listed first:
0.0 1.4 -1.1
0.2 -0.5 2.1
-1.0 -1.0 0.2

Properties
**SMILES string**: OCCO.OCCO.OCCO.OCCO.OCCO.O
**HOMO-LUMO gap**: 0.38292 hartree
**Energy above the lowest of the compared OMol25 structures with the same formula, charge and spin**: 47.6 kcal/mol

---

No. 6
# C10H33BN3O7

A 5-piece molecular cluster, C10H33BN3O7 overall in a non-equilibrium geometry (ωB97M-V/def2-TZVPD, the Open Molecules 2025 dataset).

Cartesian coordinates (Å):
1 C -0.51630 -1.49828 -0.79852
2 O -0.33741 -0.40909 -1.79477
3 B 1.02301 0.14653 -1.65139
4 O 2.10322 -0.44602 -2.50244
5 N 1.44325 1.28453 -0.73459
6 C 2.38721 1.08324 0.24094
7 N 2.71358 2.29489 1.13415
8 N 3.09936 -0.20692 0.56760
9 O 2.34935 -1.06451 1.27869
10 H -1.01967 -2.47025 -1.26109
11 H -1.13741 -1.03940 0.09508
12 H 0.57590 -1.84210 -0.47194
13 H 1.83672 -1.35169 -2.84106
14 H 0.97261 2.21620 -0.89465
15 H 1.74937 2.67718 1.36583
16 H 3.02503 1.83969 2.04152
17 H 3.56286 -0.64784 -0.25512
18 H 2.48373 -2.01520 0.99216
19 C 2.31438 5.99245 -0.30208
20 C 1.61644 4.87954 -1.05604
21 O 0.25802 4.79683 -0.65086
22 H 2.26439 5.81613 0.77735
23 H 3.36406 6.06658 -0.59976
24 H 1.82567 6.95392 -0.49060
25 H 2.09419 3.91772 -0.84763
26 H 1.65083 5.05518 -2.13563
27 H -0.15932 5.65286 -0.84794
28 C -4.11839 -1.60031 3.22281
29 C -2.84562 -1.99891 2.50495
30 O -3.11226 -3.05702 1.59632
31 H -4.53655 -2.45345 3.76689
32 H -3.92906 -0.78834 3.93047
33 H -4.88064 -1.27417 2.50767
34 H -2.09446 -2.34484 3.22110
35 H -2.42823 -1.15446 1.94793
36 H -3.77403 -2.73690 0.95961
37 C 1.01651 -4.07973 3.30465
38 C 1.12893 -2.80185 4.10996
39 O 0.31994 -2.88913 5.27367
40 H -0.02351 -4.26154 3.01473
41 H 1.63101 -4.02691 2.40158
42 H 1.33667 -4.94169 3.89907
43 H 0.78742 -1.94624 3.51997
44 H 2.16408 -2.61975 4.41471
45 H 0.63672 -3.64670 5.79478
46 C -2.12311 -0.60992 -5.85865
47 C -2.23922 0.78041 -5.26903
48 O -2.21311 0.70966 -3.85107
49 H -2.94272 -1.24592 -5.50866
50 H -2.14614 -0.57328 -6.95137
51 H -1.19089 -1.08863 -5.54148
52 H -3.18190 1.24656 -5.57043
53 H -1.41596 1.41882 -5.60403
54 H -1.36854 0.30207 -3.59339

Cartesian forces (eV/Å) of the 3 atoms listed first:
0.3 -0.8 0.8
3.3 0.9 1.2
-0.3 -3.4 -3.1

Properties
**HOMO-LUMO gap**: 0.26229 hartree
**Net charge**: +1